(1)
Formula: C4H10NO2
Source: OMol25
Level of theory: wB97M-V/def2-TZVPD

The geometry in XYZ format:
```
17
Properties=species:S:1:pos:R:3:forces:R:3:mulliken_charge:R:1
C -1.12574 1.36890 -0.04684 -0.5 0.8 -0.1 -1.5751
C -1.04189 -0.12171 -0.19149 0.1 -0.8 0.2 0.3701
O -1.64981 -0.79805 0.94280 0.7 -0.6 -0.7 -0.5400
C 0.37204 -0.68023 -0.33316 0.3 -0.4 -0.1 0.0574
N 1.00240 -0.20370 -1.57504 0.1 0.2 -0.1 -0.7949
C 1.36204 -0.55404 0.87990 -0.2 0.2 0.4 -0.4724
O 2.65288 -0.65724 0.52900 0.0 -0.3 -0.2 -0.8920
H -2.15253 1.74376 -0.15267 -0.1 -0.2 0.2 0.4120
H -0.59563 1.91531 -0.82824 0.3 -0.3 0.0 0.3792
H -0.74342 1.69296 0.92293 0.1 -0.1 0.0 0.3991
H -1.61613 -0.49155 -1.05093 0.1 0.5 -0.2 0.1886
H -2.13982 -0.17398 1.44164 -0.6 0.9 0.7 0.2840
H 0.19640 -1.76105 -0.44810 0.2 0.1 -0.2 0.2510
H 1.64592 0.55224 -1.30507 -0.3 -0.2 0.1 0.3256
H 1.69339 -0.92075 -1.78574 -0.1 0.1 0.0 0.3469
H 0.96463 -1.33166 1.59135 0.3 0.2 0.0 0.1679
H 1.17527 0.42079 1.40968 -0.4 0.1 0.0 0.0926
```
Positions in Å, forces in eV/Å.

## Properties
Kohn-Sham gap = 6.043 eV
HOMO energy = -2.3 eV
SMILES string = C[C@H](O)[C@@H](N)C[O-]
Maximum force = 1.28 eV/Å
Charge = -1


(2)
Formula: C4H10NO2
Source: OMol25
Level of theory: wB97M-V/def2-TZVPD

The geometry in XYZ format:
```
17
Properties=species:S:1:pos:R:3:forces:R:3:mulliken_charge:R:1
C -0.09079 1.79817 0.91335 0.3 0.0 0.8 -1.4388
C -0.17946 1.02351 -0.37643 -0.6 -0.6 -0.2 -0.9232
C -0.67942 -0.41668 -0.14742 -0.5 0.5 -0.3 -0.9616
C 0.38601 -1.39567 0.25074 0.0 0.0 0.3 0.5537
O 1.53773 -0.79794 0.60603 0.3 -0.1 0.0 -0.3330
O 0.25637 -2.58697 0.26251 -0.1 -0.1 -0.1 -0.5465
N -1.15423 1.74019 -1.28929 0.0 -0.5 -0.1 -1.1663
H 0.40640 2.75870 0.81260 0.0 0.1 -0.2 0.4214
H 0.43369 1.24269 1.69633 0.2 -0.1 -0.3 0.3817
H -1.07456 1.95500 1.34308 -0.3 0.2 -0.2 0.5231
H 0.75418 0.98264 -0.91634 0.3 0.1 0.0 0.2585
H -1.12800 -0.83430 -1.05060 0.0 0.1 0.0 0.4123
H -1.49829 -0.39262 0.58812 0.3 -0.3 0.0 0.0966
H 2.14898 -1.52164 0.81867 0.1 0.1 0.0 0.2949
H -1.55638 1.11351 -2.02633 0.2 0.0 0.1 0.5415
H -0.66957 2.50708 -1.86214 -0.3 0.2 0.4 1.0261
H -1.98319 2.05149 -0.72583 0.1 0.4 -0.3 0.8595
```
Positions in Å, forces in eV/Å.

## Properties
Kohn-Sham gap (spin up / spin down) = 4.361 / 11.510 eV
Spin multiplicity = 2
HOMO energy (spin up / spin down) = -3.8 / -11.1 eV
Maximum force = 0.87 eV/Å


(3)
Formula: C4H10NO2
Source: OMol25
Level of theory: wB97M-V/def2-TZVPD

The geometry in XYZ format:
```
17
Properties=species:S:1:pos:R:3:forces:R:3:mulliken_charge:R:1
C -0.66063 -0.87161 2.20249 -0.5 -0.1 -0.1 -0.6378
C 0.10071 -0.75067 1.16219 5.6 1.4 1.3 0.3222
C 0.29352 1.46427 -1.09949 -0.1 0.0 0.0 -1.2498
C -0.69722 0.33312 -0.98458 0.0 0.6 0.2 0.1879
N 0.03189 -0.86475 -0.24475 0.0 -0.2 -0.4 -0.0895
O 1.92139 -0.28780 1.29772 -5.0 -1.2 -1.3 -0.5852
O -1.18032 -0.16909 -2.14735 -0.1 -0.3 -0.4 -0.4990
H -0.30256 -0.71218 3.20538 0.2 0.1 0.0 0.2590
H -1.70141 -1.15218 2.10961 -0.1 0.0 -0.1 0.3010
H 1.05436 1.23438 -1.84699 0.1 -0.1 0.0 0.4284
H 0.78305 1.65288 -0.14695 0.1 0.0 0.1 0.3649
H -0.22125 2.37330 -1.40505 -0.1 -0.1 0.0 0.3675
H -1.54749 0.57333 -0.33463 0.3 -0.2 0.0 0.3646
H -0.43362 -1.73505 -0.54864 0.1 0.2 0.1 0.4082
H 1.02277 -0.88178 -0.54757 -0.3 -0.2 0.0 0.4111
H 2.12804 -0.19845 2.22793 -0.1 0.0 0.6 0.2812
H -0.59122 -0.00771 -2.89932 0.0 0.1 0.1 0.3654
```
Positions in Å, forces in eV/Å.

## Properties
Kohn-Sham gap = 11.262 eV
HOMO energy = -15.1 eV
Maximum force = 5.92 eV/Å
Charge = +1